Entry 1:
This record from the Open Molecules 2025 dataset describes 2 unconnected molecules or ions with the total composition C4H11NO in a non-equilibrium geometry. The level of theory is wB97M-V/def2-TZVPD.

Structure (XYZ):
```
17
C4H11NO (wB97M-V/def2-TZVPD)
C -1.643 0.818 -2.314
C -1.352 -0.387 -1.458
O -1.072 -1.484 -1.847
H -2.345 1.458 -1.797
H -1.894 0.535 -3.331
H -0.710 1.388 -2.367
H -1.524 -0.170 -0.378
C 1.296 0.907 0.934
N 1.483 -0.559 0.818
C 0.544 -1.254 1.712
H 0.789 1.199 1.856
H 2.295 1.339 0.961
H 0.799 1.368 0.081
H 2.388 -0.685 1.252
H -0.473 -1.325 1.344
H 0.625 -0.835 2.716
H 0.794 -2.313 1.820
```

Calculated values
LUMO = 1.010 eV
SMILES string = CC=O.CNC
relative energy (zero: lowest compared OMol25 entry of this formula, charge and spin) = 42.53 kcal/mol
E = -288.94924 Eh
Kohn-Sham gap = 0.3759 Ha



Entry 2:
This record from the Open Molecules 2025 dataset describes a molecular structure, C16H21Cl2CuGe2 in a non-equilibrium geometry. The level of theory is wB97M-V/def2-TZVPD.

Structure (XYZ):
```
42
C16H21Cl2CuGe2 (wB97M-V/def2-TZVPD)
Cu 0.540 0.158 -2.492
C 2.606 1.816 -0.405
Ge 0.800 1.952 0.401
C 0.915 2.030 2.369
C -0.057 3.554 -0.367
Ge -0.550 -0.096 -0.438
C 0.267 -1.740 0.265
C -0.279 -2.990 -0.039
C 0.324 -4.155 0.407
C 1.488 -4.087 1.160
C 2.047 -2.853 1.465
C 1.448 -1.690 1.007
C -2.379 0.055 0.250
C -3.307 -0.947 -0.040
C -4.607 -0.863 0.433
C -4.996 0.223 1.204
C -4.080 1.221 1.506
C -2.784 1.142 1.022
H 3.190 2.668 -0.051
H 2.542 1.875 -1.494
H 3.128 0.901 -0.126
H 1.501 2.921 2.602
H 1.416 1.156 2.778
H -0.069 2.121 2.824
H 0.538 4.419 -0.069
H -1.076 3.693 -0.010
H -0.072 3.498 -1.455
H -1.190 -3.056 -0.623
H -0.111 -5.116 0.167
H 1.961 -4.995 1.510
H 2.952 -2.798 2.056
H 1.895 -0.732 1.249
H -3.018 -1.805 -0.636
H -5.316 -1.647 0.203
H -6.012 0.295 1.567
H -4.376 2.063 2.117
H -2.079 1.931 1.264
Cl 1.761 0.531 -4.369
C 3.494 0.064 -4.330
Cl 3.684 -1.659 -4.042
H 3.976 0.618 -3.533
H 3.887 0.322 -5.305
```

Calculated values
charge = +1
LUMO (alpha / beta) = -2.921 / -5.906 eV
relative energy (zero: lowest compared OMol25 entry of this formula, charge and spin) = 8.00 kcal/mol
E = -7336.69737 Eh
spin multiplicity = 2
Kohn-Sham gap (alpha / beta) = 0.3111 / 0.2215 Ha



Entry 3:
This record from the Open Molecules 2025 dataset describes a molecular structure, C3H4F9KO11S3 in a non-equilibrium geometry. The level of theory is wB97M-V/def2-TZVPD.

Structure (XYZ):
```
31
C3H4F9KO11S3 (wB97M-V/def2-TZVPD)
K -25.754 -26.246 15.530
C -24.549 -22.975 11.056
F -23.331 -22.790 11.472
F -25.103 -21.883 10.573
F -24.608 -23.899 10.128
S -25.708 -23.452 12.560
O -27.061 -23.566 11.958
O -25.234 -24.712 13.125
O -25.598 -22.340 13.497
C -26.314 -30.169 15.370
F -26.639 -30.929 14.329
F -26.915 -28.956 15.289
F -26.651 -30.848 16.483
S -24.365 -29.952 15.363
O -23.827 -31.050 16.187
O -23.975 -30.060 13.930
O -24.247 -28.625 15.986
C -25.931 -27.638 19.516
F -27.192 -27.777 19.882
F -25.675 -27.378 18.224
F -25.466 -26.691 20.280
S -24.918 -29.231 19.904
O -25.150 -30.181 18.868
O -23.467 -28.895 19.818
O -25.446 -29.675 21.192
O -23.947 -24.379 16.693
H -24.574 -24.076 17.350
H -23.273 -24.834 17.198
O -28.311 -25.866 15.278
H -28.988 -26.379 15.720
H -28.223 -25.075 15.809
```

Calculated values
charge = -1
LUMO (alpha / beta) = 1.200 / -3.020 eV
E = -3637.72123 Eh
spin multiplicity = 2
Kohn-Sham gap (alpha / beta) = 0.2736 / 0.1185 Ha



Entry 4:
This record from the Open Molecules 2025 dataset describes a single C5H8N2 molecule in a non-equilibrium geometry. The level of theory is wB97M-V/def2-TZVPD.

Structure (XYZ):
```
15
C5H8N2 (wB97M-V/def2-TZVPD)
C -0.042 -1.144 -0.850
C 0.130 0.252 -0.173
C -1.116 0.729 0.582
C -1.574 -0.336 1.478
N -1.724 -1.422 1.832
C 1.475 0.640 0.323
N 0.860 1.367 -0.794
H -1.045 -1.580 -0.808
H 0.077 -1.184 -1.948
H 0.637 -2.116 -0.353
H -1.930 0.928 -0.125
H -0.890 1.633 1.140
H 2.315 -0.027 0.114
H 1.554 1.194 1.257
H 1.273 1.066 -1.675
```

Calculated values
LUMO = 0.831 eV
SMILES string = C[C@@]1(CC#N)CN1
relative energy (zero: lowest compared OMol25 entry of this formula, charge and spin) = 50.56 kcal/mol
E = -304.75493 Eh
Kohn-Sham gap = 0.3970 Ha



Entry 5:
This record from the Open Molecules 2025 dataset describes a molecular structure, C34H28F12N5O5OsS in a non-equilibrium geometry. The level of theory is wB97M-V/def2-TZVPD.

Structure (XYZ):
```
86
C34H28F12N5O5OsS (wB97M-V/def2-TZVPD)
Os 0.798 -0.062 -0.149
C 4.930 -2.492 4.097
C 3.686 -1.863 3.547
C 2.442 -2.468 3.676
C 1.313 -1.870 3.158
C 1.380 -0.647 2.475
N 0.240 -0.101 1.872
C -0.927 0.059 2.519
C -0.993 -0.161 3.926
C -2.183 -0.234 4.597
C -3.384 -0.045 3.913
C -4.718 -0.170 4.576
C -3.317 0.355 2.571
C -2.136 0.448 1.860
C -2.171 1.109 0.469
O -1.040 1.155 -0.285
C -2.577 2.604 0.719
F -3.835 2.758 1.164
F -1.749 3.153 1.620
F -2.469 3.339 -0.404
C -3.251 0.444 -0.462
F -3.434 1.186 -1.569
F -2.781 -0.759 -0.868
F -4.468 0.219 0.047
C 2.640 -0.022 2.343
C 3.756 -0.637 2.888
C 2.731 1.345 1.653
O 1.965 1.483 0.514
C 2.279 2.435 2.674
F 2.335 3.660 2.134
F 3.021 2.437 3.789
F 1.005 2.220 3.046
C 4.196 1.683 1.210
F 4.724 0.659 0.518
F 5.036 1.963 2.215
F 4.192 2.753 0.397
H 4.709 -3.408 4.642
H 5.449 -1.800 4.760
H 5.618 -2.740 3.287
H 2.357 -3.419 4.185
H 0.348 -2.348 3.270
H -0.066 -0.270 4.469
H -2.190 -0.432 5.661
H -4.655 -0.723 5.510
H -5.423 -0.668 3.910
H -5.124 0.823 4.789
H -4.252 0.618 2.106
H 4.726 -0.171 2.808
C 0.493 5.235 -2.058
C 0.581 3.858 -2.601
C -0.396 3.270 -3.370
C -0.299 1.912 -3.666
N 0.741 1.185 -3.225
C 1.727 1.799 -2.607
S 3.197 0.922 -2.275
N 1.667 3.110 -2.301
C -1.292 1.192 -4.504
H 0.036 5.911 -2.778
H 1.465 5.619 -1.752
H -0.154 5.208 -1.178
H -1.261 3.842 -3.671
H 2.411 3.494 -1.729
H -2.035 1.866 -4.920
H -1.796 0.443 -3.891
H -0.773 0.670 -5.311
O -1.524 -1.657 -6.728
C -1.435 -2.964 -6.214
N -1.275 -2.788 -4.789
C -0.781 -3.750 -3.983
O -0.438 -4.851 -4.358
C -0.711 -3.369 -2.526
C -1.108 -4.308 -1.581
C -1.040 -3.971 -0.241
C -0.532 -2.735 0.108
N -0.102 -1.845 -0.798
C -0.209 -2.158 -2.097
H -1.688 -1.696 -7.674
H -0.574 -3.519 -6.595
H -2.343 -3.540 -6.426
H -1.605 -1.908 -4.429
H -1.460 -5.277 -1.912
H -1.358 -4.657 0.531
H -0.456 -2.451 1.146
H 0.145 -1.414 -2.801
O 3.025 -1.550 -1.304
C 2.419 -0.528 -1.336
```

Calculated values
charge = +1
LUMO (alpha / beta) = -3.280 / -4.666 eV
relative energy (zero: lowest compared OMol25 entry of this formula, charge and spin) = 21.66 kcal/mol
E = -3649.50581 Eh
spin multiplicity = 5
Kohn-Sham gap (alpha / beta) = 0.2629 / 0.2392 Ha



Entry 6:
This record from the Open Molecules 2025 dataset describes a molecular structure, C22H18Br2Cl4CrN4O10P2. The level of theory is wB97M-V/def2-TZVPD.

Structure (XYZ):
```
63
C22H18Br2Cl4CrN4O10P2 (wB97M-V/def2-TZVPD)
Cr -0.381 -0.161 -0.422
Cl -5.924 0.466 3.533
C -4.324 0.175 2.944
C -3.303 -0.157 3.819
Cl -3.613 -0.289 5.517
C -2.010 -0.385 3.327
Cl -0.719 -0.838 4.389
C -1.739 -0.259 1.976
O -0.554 -0.467 1.423
C -2.782 0.065 1.081
O -2.438 0.106 -0.191
C -4.060 0.278 1.572
Cl -5.307 0.670 0.438
C -2.318 -2.973 -0.469
C -0.850 -3.258 -0.517
C -0.366 -4.586 -0.516
C 0.972 -4.840 -0.538
C 1.887 -3.766 -0.572
C 3.298 -3.867 -0.607
Br 4.134 -5.574 -0.604
C 4.078 -2.748 -0.644
C 3.497 -1.470 -0.654
Br 4.609 0.056 -0.706
C 2.127 -1.289 -0.627
O 1.526 -0.138 -0.642
C 1.330 -2.476 -0.575
N -0.011 -2.247 -0.540
H -2.890 -3.836 -0.807
H -2.557 -2.103 -1.077
H -2.620 -2.744 0.557
H -1.081 -5.398 -0.498
H 1.344 -5.856 -0.535
H 5.155 -2.836 -0.668
C 0.955 2.380 -3.444
C -0.537 2.088 -3.352
O -1.251 2.941 -4.260
P -1.148 2.499 -1.687
O -1.036 4.085 -1.628
O -2.668 2.162 -1.639
O -0.335 1.889 -0.592
P -0.827 0.294 -3.694
O -2.381 0.354 -4.184
O 0.012 -0.242 -4.781
O -0.815 -0.363 -2.328
H 1.147 3.436 -3.245
H 1.302 2.124 -4.444
H 1.501 1.778 -2.715
H -2.079 2.482 -4.467
H -1.336 4.471 -2.465
H -2.796 1.311 -1.079
H -2.440 -0.069 -5.050
N 2.773 1.833 5.150
C 2.654 2.213 3.822
C 1.809 1.511 2.946
N 1.703 1.842 1.680
C 2.447 2.862 1.246
C 3.280 3.543 2.107
N 3.386 3.232 3.403
H 1.972 1.359 5.536
H 3.147 2.555 5.744
H 1.210 0.676 3.295
H 2.360 3.123 0.199
H 3.883 4.375 1.759
```

Calculated values
charge = -1
LUMO (alpha / beta) = 2.168 / 2.086 eV
relative energy (zero: lowest compared OMol25 entry of this formula, charge and spin) = 0.00 kcal/mol
E = -10537.05444 Eh
spin multiplicity = 2
Kohn-Sham gap (alpha / beta) = 0.2716 / 0.2719 Ha



Entry 7:
This record from the Open Molecules 2025 dataset describes a single C7H6N2O2S molecule in a non-equilibrium geometry. The level of theory is wB97M-V/def2-TZVPD.

Structure (XYZ):
```
18
C7H6N2O2S (wB97M-V/def2-TZVPD)
C -0.494 -2.315 1.641
C 0.245 -1.140 1.520
C -1.575 -2.532 0.701
C 0.190 -0.348 0.394
C -0.707 -0.872 -0.763
C 0.995 1.593 -0.713
C -0.119 2.598 -0.755
N -1.603 -1.806 -0.417
N 0.978 0.626 0.124
O -0.619 -0.268 -1.817
O 3.319 0.836 -1.733
S 2.386 1.984 -1.677
H -0.516 -2.732 2.651
H 0.957 -0.772 2.262
H -2.313 -3.399 0.961
H 0.279 3.656 -0.604
H -0.829 2.371 -0.026
H -0.573 2.519 -1.750
```

Calculated values
LUMO (alpha / beta) = -0.219 / -2.511 eV
relative energy (zero: lowest compared OMol25 entry of this formula, charge and spin) = 0.00 kcal/mol
E = -928.39003 Eh
spin multiplicity = 3
Kohn-Sham gap (alpha / beta) = 0.2749 / 0.2433 Ha



Entry 8:
This record from the Open Molecules 2025 dataset describes a single C7H12O molecule in a non-equilibrium geometry. The level of theory is wB97M-V/def2-TZVPD.

Structure (XYZ):
```
20
C7H12O (wB97M-V/def2-TZVPD)
C 1.801 0.364 2.904
C 0.714 0.224 1.869
C 0.754 0.757 0.656
C -0.340 0.932 -0.350
C -1.199 -0.368 -0.496
C -1.400 -0.981 -1.882
C -0.300 -0.781 -2.877
O -0.079 0.270 -3.428
H 1.351 0.939 3.715
H 2.124 -0.588 3.341
H 2.632 0.807 2.346
H -0.204 -0.232 2.244
H 1.750 1.111 0.344
H -0.984 1.720 0.041
H 0.078 1.148 -1.325
H -0.879 -1.130 0.217
H -2.199 -0.100 -0.119
H -2.271 -0.485 -2.324
H -1.775 -2.009 -1.828
H 0.425 -1.598 -3.049
```

Calculated values
LUMO = 0.860 eV
SMILES string = C/C=C/CCCC=O
relative energy (zero: lowest compared OMol25 entry of this formula, charge and spin) = 30.12 kcal/mol
E = -349.10065 Eh
Kohn-Sham gap = 0.3691 Ha